Model w:
Density functional theory data (wB97M-V/def2-TZVPD) for the molecule C18H20N2O4S.

CARTESIAN COORDINATES (ANGSTROEM)
C -2.95 -5.81 -4.16
C -1.52 -5.62 -4.67
O -1.19 -4.26 -4.86
C -0.91 -3.48 -3.78
C -0.80 -3.91 -2.46
C -0.48 -3.02 -1.45
C -0.27 -1.68 -1.73
N 0.05 -0.73 -0.75
C 0.14 -0.89 0.60
O -0.09 -1.93 1.19
C 0.54 0.35 1.33
C 0.10 0.48 2.65
C 0.42 1.59 3.42
C 1.22 2.56 2.84
C 1.69 2.43 1.54
C 1.36 1.33 0.77
C 2.55 3.62 1.19
C 2.45 4.50 2.45
N 1.68 3.73 3.42
S 0.80 4.54 4.58
C -0.78 4.90 3.76
O 0.55 3.66 5.67
O 1.48 5.77 4.83
C -0.38 -1.24 -3.05
C -0.69 -2.13 -4.06
H -3.17 -6.88 -4.08
H -3.07 -5.36 -3.18
H -3.65 -5.35 -4.85
H -0.80 -6.11 -4.01
H -1.42 -6.06 -5.67
H -0.95 -4.95 -2.19
H -0.41 -3.37 -0.43
H 0.20 0.20 -1.11
H -0.51 -0.31 3.06
H 0.08 1.69 4.44
H 1.77 1.23 -0.22
H 3.58 3.31 1.02
H 2.20 4.13 0.30
H 1.94 5.45 2.25
H 3.42 4.73 2.88
H -1.21 3.96 3.43
H -0.59 5.56 2.93
H -1.42 5.37 4.49
H -0.21 -0.20 -3.29
H -0.77 -1.80 -5.08

Output
SMILES string: CCOc1ccc(NC(=O)c2ccc3c(c2)CCN3S(C)(=O)=O)cc1

Model x:
Density functional theory data (wB97M-V/def2-TZVPD) for the molecule C18H20N2O4S.

CARTESIAN COORDINATES (ANGSTROEM)
C -2.63 -4.31 0.86
C -2.94 -3.04 0.13
C -3.43 -1.94 0.83
C -3.69 -0.75 0.18
C -3.46 -0.66 -1.18
S -3.66 0.92 -1.97
O -3.49 0.79 -3.38
O -4.82 1.60 -1.48
N -2.35 1.78 -1.32
C -1.12 1.14 -1.22
C -0.63 0.43 -2.31
C 0.58 -0.23 -2.21
C 1.31 -0.19 -1.03
C 0.83 0.53 0.05
C 1.57 0.53 1.36
O 1.29 -0.27 2.24
N 2.53 1.46 1.50
C 2.96 2.39 0.48
C 4.44 2.11 0.14
O 5.24 2.18 1.30
C 4.82 1.25 2.27
C 3.36 1.50 2.68
C -0.39 1.19 -0.04
C -2.99 -1.74 -1.90
C -2.73 -2.93 -1.24
H -1.75 -4.16 1.50
H -3.46 -4.60 1.50
H -2.42 -5.12 0.17
H -3.60 -2.02 1.90
H -4.08 0.11 0.70
H -2.64 2.29 -0.50
H -1.20 0.42 -3.22
H 0.96 -0.78 -3.05
H 2.25 -0.72 -0.95
H 2.35 2.29 -0.42
H 2.88 3.41 0.87
H 4.83 2.86 -0.55
H 4.52 1.11 -0.31
H 5.49 1.38 3.13
H 4.92 0.23 1.88
H 3.01 0.73 3.37
H 3.27 2.48 3.15
H -0.77 1.74 0.81
H -2.83 -1.64 -2.96
H -2.35 -3.78 -1.79

Output
SMILES string: Cc1ccc(S(=O)(=O)Nc2cccc(C(=O)N3CCOCC3)c2)cc1

Which is the most stable structure? model w is the most stable.

Model w:
Density functional theory data (wB97M-V/def2-TZVPD) for the molecule C6H12N2.

CARTESIAN COORDINATES (ANGSTROEM)
C -1.06 -1.43 -1.28
N -0.58 -1.50 -0.12
C 0.70 -0.99 0.25
N 1.47 -2.01 0.91
C 1.35 0.17 -0.50
C 0.66 0.39 0.82
C -0.87 1.02 0.94
C -1.24 1.88 -0.26
H -0.59 -0.95 -2.14
H -2.03 -1.87 -1.44
H 2.21 -1.61 1.47
H 1.85 -2.67 0.25
H 2.43 0.22 -0.54
H 0.87 0.52 -1.40
H 1.28 0.55 1.69
H -1.67 0.33 1.19
H -0.77 1.65 1.83
H -2.12 2.48 -0.03
H -1.47 1.27 -1.13
H -0.43 2.56 -0.53

Output
SMILES string: C=N[C@@]1(N)C[C@H]1CC

Model x:
Density functional theory data (wB97M-V/def2-TZVPD) for the molecule C6H12N2.

CARTESIAN COORDINATES (ANGSTROEM)
C 1.10 -2.12 -0.40
C 0.72 -0.94 0.01
C -0.18 -0.16 0.88
C -1.70 -0.35 0.86
N -2.31 0.01 -0.41
C 0.69 0.53 -0.16
C 1.85 1.35 0.35
N 0.11 1.11 -1.35
H 1.83 -2.24 -1.19
H 0.72 -3.03 0.04
H 0.17 -0.03 1.90
H -2.12 0.22 1.71
H -1.91 -1.41 1.04
H -2.31 1.02 -0.51
H -3.28 -0.30 -0.42
H 1.52 2.37 0.56
H 2.27 0.92 1.25
H 2.64 1.40 -0.41
H 0.82 1.17 -2.07
H -0.64 0.51 -1.68

Output
SMILES string: C=C1[C@H](CN)[C@]1(C)N

Which is the most stable structure? model x is the most stable.

Model w:
Density functional theory data (wB97M-V/def2-TZVPD) for the molecule C6H12N2.

CARTESIAN COORDINATES (ANGSTROEM)
C 1.97 -0.73 0.19
C 0.62 -0.69 -0.33
C 0.44 0.71 -1.09
N 0.14 1.61 0.06
C -0.24 0.74 1.20
C -0.69 -0.30 0.35
C -2.07 -0.25 -0.25
N -0.23 -1.71 0.26
H 1.97 0.45 0.12
H 2.52 -1.15 -0.77
H 2.06 -1.42 1.16
H -0.48 1.05 -1.75
H 1.38 1.17 -1.40
H 1.09 1.80 0.46
H -1.19 1.07 2.07
H 0.87 0.61 1.65
H -2.09 -0.66 -1.14
H -2.40 0.67 -0.46
H -2.77 -0.96 0.28
H -0.89 -2.01 -0.61

Output
SMILES string: C[C@@]12CNC[C@]1(C)N2

Model x:
Density functional theory data (wB97M-V/def2-TZVPD) for the molecule C6H12N2.

CARTESIAN COORDINATES (ANGSTROEM)
C -0.08 0.14 1.75
C -0.53 -0.18 0.31
C -2.00 -0.58 0.31
N 0.27 -1.29 -0.18
C 1.31 -1.05 -1.05
C 1.74 0.16 -1.36
C 0.98 1.35 -0.87
N -0.39 0.96 -0.60
H 0.99 0.31 1.78
H -0.30 -0.70 2.40
H -0.59 1.02 2.13
H -2.35 -0.70 -0.71
H -2.13 -1.52 0.85
H -2.62 0.18 0.80
H -0.24 -2.15 -0.32
H 1.80 -1.95 -1.41
H 2.60 0.32 -1.98
H 1.49 1.81 0.00
H 0.94 2.12 -1.65
H -0.92 1.74 -0.22

Output
SMILES string: CC1(C)NC=CCN1

Model y:
Density functional theory data (wB97M-V/def2-TZVPD) for the molecule C6H12N2.

CARTESIAN COORDINATES (ANGSTROEM)
H 1.72 -0.19 2.52
N 1.36 -1.16 2.37
N 0.88 -1.42 1.29
C 1.15 -0.60 -0.05
C 2.15 0.52 0.10
C -0.31 -0.29 -0.23
C -1.14 -1.44 -0.72
C -0.75 0.97 -0.19
C -2.14 1.41 -0.52
H 1.46 -1.34 -0.80
H 1.93 1.15 0.96
H 2.15 1.15 -0.79
H 3.15 0.11 0.23
H -1.05 -1.54 -1.80
H -0.79 -2.36 -0.27
H -2.19 -1.29 -0.47
H -0.09 1.76 0.17
H -2.17 2.48 -0.72
H -2.53 0.88 -1.39
H -2.81 1.21 0.32

Output
SMILES string: [H]/N=N\[C@H](C)/C(C)=C/C

Which is the most stable structure? model x is the most stable.

Model w:
Density functional theory data (wB97M-V/def2-TZVPD) for the molecule C6H12N2.

CARTESIAN COORDINATES (ANGSTROEM)
C -0.84 -1.80 -0.09
C 1.49 -0.65 -0.56
C -0.83 0.82 -0.47
C -0.12 -0.49 0.19
C 0.64 -0.39 1.37
N -1.06 0.78 -1.82
N -0.55 2.07 0.00
C 0.71 0.37 2.44
H -0.22 2.10 0.96
H -1.48 -0.06 -2.19
H -1.28 1.65 -2.29
H -0.05 2.69 -0.63
H -0.20 -2.65 0.15
H -1.13 -1.89 -1.14
H -1.74 -1.89 0.51
H 2.16 0.17 -0.33
H 1.14 -0.55 -1.60
H 1.97 -1.61 -0.40
H 1.50 0.28 3.17
H -0.11 1.05 2.73

Model x:
Density functional theory data (wB97M-V/def2-TZVPD) for a cluster of 2 separate species, C6H12N2 in total.

CARTESIAN COORDINATES (ANGSTROEM)
C -1.09 -1.33 2.40
C -0.85 -1.02 0.98
C -1.81 -0.63 0.06
N -1.22 -0.62 -1.17
C 0.03 -1.12 -0.97
N 0.31 -1.38 0.28
H -2.06 -0.93 2.68
H -0.22 -1.12 3.03
H -1.37 -2.40 2.53
H -2.84 -0.33 0.17
H -1.53 -0.40 -2.09
H 0.82 -1.32 -1.68
C 1.33 2.73 -1.04
C 2.64 2.26 -0.40
H 0.60 1.93 -0.95
H 1.01 3.76 -0.83
H 1.40 2.83 -2.13
H 3.42 2.98 -0.61
H 2.90 1.29 -0.81
H 2.65 2.07 0.68

Output
SMILES string: Cc1c[nH]cn1.CC

Which is the most stable structure? model x is the most stable.